1.
{"formula": "C3H3ClFNO3", "method": "ωB97M-V/def2-TZVPD", "elements": ["C", "C", "C", "N", "O", "O", "O", "F", "Cl", "H", "H", "H"], "xyz": [[0.72363, 0.01565, -1.49735], [0.31342, 0.17299, -0.04340], [0.72383, -1.49869, -1.85842], [2.01825, -2.15641, -1.57557], [2.05696, -3.35926, -1.58786], [0.94991, 0.86667, -2.28104], [2.94693, -1.38315, -1.67112], [-1.04413, -3.04001, 0.34730], [-0.58561, -2.46542, -1.57886], [0.27318, 1.18099, 0.40590], [1.19442, -0.30012, 0.47424], [-0.66049, -0.39237, 0.19571]], "nbo_charge": [0.539, -0.739, -0.032, 0.469, -0.312, -0.443, -0.333, -0.548, 0.624, 0.258, 0.247, 0.270], "de_lowest_ev": 3.872, "lumo_ev": [-3.42, -3.41], "gap_ev": [7.53, 7.80], "e_tot_ev": -26024.2074}


2.
{"formula": "C15H14N4O2S", "method": "ωB97M-V/def2-TZVPD", "elements": ["C", "C", "N", "C", "C", "C", "C", "C", "C", "N", "C", "N", "H", "S", "O", "O", "C", "C", "C", "C", "C", "C", "H", "H", "N", "H", "H", "H", "H", "H", "H", "H", "H", "H", "H", "H"], "xyz": [[-1.59659, -3.34818, 0.07568], [-1.94390, -1.90581, -0.03890], [-3.13384, -1.51999, 0.32700], [-3.47434, -0.21795, 0.18111], [-4.74563, 0.22465, 0.58719], [-5.09816, 1.53566, 0.40907], [-4.20500, 2.44459, -0.17805], [-2.96106, 2.04186, -0.58478], [-2.57111, 0.70292, -0.40803], [-1.33670, 0.29668, -0.79048], [-1.02318, -0.95719, -0.59267], [0.22894, -1.38001, -1.01208], [0.66628, -0.69939, -1.61979], [1.35413, -1.92147, 0.15848], [0.67727, -1.99504, 1.41752], [1.96823, -3.10447, -0.35990], [2.52070, -0.58184, 0.16217], [3.69942, -0.68782, -0.55392], [4.58246, 0.37073, -0.56902], [4.28999, 1.54774, 0.13326], [3.08724, 1.63220, 0.84826], [2.20875, 0.57057, 0.86177], [1.28224, 0.61333, 1.41186], [2.85838, 2.53618, 1.39234], [5.18776, 2.57509, 0.16629], [5.94409, 2.57481, -0.49514], [4.88319, 3.46930, 0.50861], [5.50944, 0.29963, -1.11814], [3.90493, -1.60621, -1.08017], [-2.25923, 2.72692, -1.03493], [-4.50894, 3.47319, -0.30755], [-6.07290, 1.88156, 0.72052], [-5.41624, -0.49111, 1.03615], [-0.99775, -3.66338, -0.77605], [-1.00020, -3.50323, 0.97314], [-2.50868, -3.93454, 0.14919]], "nbo_charge": [-0.669, 0.211, -0.371, 0.078, -0.178, -0.213, -0.205, -0.221, 0.181, -0.438, 0.335, -0.850, 0.417, 2.296, -0.937, -0.922, -0.344, -0.165, -0.282, 0.203, -0.263, -0.174, 0.242, 0.214, -0.785, 0.391, 0.391, 0.214, 0.243, 0.222, 0.215, 0.215, 0.225, 0.232, 0.257, 0.235], "de_lowest_ev": 1.168, "lumo_ev": 0.02, "gap_ev": 8.60, "smiles": "Cc1nc2ccccc2nc1NS(=O)(=O)c1ccc(N)cc1", "e_tot_ev": -36673.1990}


3.
{"formula": "C3H10NO4", "method": "ωB97M-V/def2-TZVPD", "elements": ["O", "C", "O", "C", "C", "O", "N", "H", "H", "H", "H", "H", "H", "H", "H", "H", "H", "O"], "xyz": [[2.44773, -0.69898, 1.34488], [1.30701, -0.58060, 1.06926], [0.43671, 0.19984, 1.87300], [0.55920, -0.78159, -0.23237], [1.38208, -0.13956, -1.38920], [0.35012, -0.07798, -2.38502], [-0.94039, -0.35449, -0.22813], [0.97707, 0.94580, 2.20045], [0.45219, -1.86786, -0.25960], [2.14857, -0.83509, -1.70485], [1.77009, 0.85432, -1.15285], [0.42257, 0.38940, -3.22138], [-1.36953, -1.06853, 0.35739], [-0.98499, 0.57523, 0.17758], [-1.04257, -0.33398, -1.27609], [-2.28821, 1.09955, 2.32595], [-3.22608, 1.55948, 1.12673], [-2.40156, 1.11504, 1.37425]], "nbo_charge": [-0.471, 0.776, -0.757, -0.172, -0.058, -0.779, -0.693, 0.516, 0.246, 0.231, 0.207, 0.528, 0.452, 0.479, 0.480, 0.504, 0.504, -0.990], "de_lowest_ev": 1.136, "lumo_ev": -3.25, "gap_ev": 11.93, "charge": 1, "e_tot_ev": -12946.0806}


4.
{"formula": "C3H6O2S", "method": "ωB97M-V/def2-TZVPD", "elements": ["C", "C", "C", "H", "H", "H", "H", "H", "H", "O", "O", "S"], "xyz": [[0.14990, 0.41076, -2.13302], [-0.10454, 0.40235, 0.21519], [-0.29940, -1.05039, 2.50302], [1.27843, 0.41688, -2.18904], [-0.21959, 1.45856, -2.30447], [-0.31353, -0.25189, -3.04045], [-0.05246, 1.42017, -0.02906], [0.91077, 0.23793, 0.63200], [-0.54396, -1.39643, 3.50377], [-0.33456, -0.48593, -0.79548], [0.68060, -1.51772, 1.96619], [-1.15167, 0.35571, 1.67135]], "nbo_charge": [-0.303, -0.216, 0.263, 0.202, 0.201, 0.216, 0.184, 0.201, 0.161, -0.526, -0.533, 0.151], "de_lowest_ev": 3.109, "lumo_ev": 0.73, "gap_ev": 10.42, "smiles": "COCSC=O", "e_tot_ev": -18135.8381}


5.
{"formula": "C8H7NO4S", "method": "ωB97M-V/def2-TZVPD", "elements": ["C", "C", "C", "C", "C", "C", "C", "C", "N", "O", "O", "O", "O", "S", "H", "H", "H", "H", "H", "H", "H"], "xyz": [[-1.71388, 0.70148, -2.48166], [-0.51575, 0.25699, -2.99383], [-1.88978, 0.82568, -1.08430], [0.47049, -0.15548, -2.10015], [-0.91520, 0.50775, -0.19581], [0.29801, 0.02681, -0.74215], [-1.27650, 0.48774, 1.23875], [1.43883, -1.41556, 2.34652], [0.82686, 1.19325, 2.05281], [-2.35911, 0.09284, 1.56875], [3.09405, 0.52287, 1.49969], [1.38322, -0.44717, -0.00510], [-0.45625, 0.72127, 2.28945], [1.75335, 0.10570, 1.53441], [-2.58624, 0.90796, -3.10593], [-0.24624, -0.04007, -3.97500], [-2.91574, 1.07256, -0.74156], [1.30512, -0.68765, -2.44766], [0.51935, -1.25147, 2.77690], [1.52760, -2.07332, 1.49011], [2.25783, -1.35216, 3.07575]], "nbo_charge": [-0.228, -0.171, -0.124, -0.249, -0.248, 0.329, 0.760, -0.871, -0.637, -0.542, -0.875, -0.710, -0.361, 2.217, 0.225, 0.224, 0.244, 0.227, 0.263, 0.268, 0.262], "de_lowest_ev": 2.463, "lumo_ev": 0.22, "gap_ev": 9.80, "smiles": "C[S@]1(=O)=NOC(=O)c2ccccc2O1", "e_tot_ev": -28920.4869}


6.
{"formula": "C6H13O4Pb", "method": "ωB97M-V/def2-TZVPD", "elements": ["C", "O", "H", "H", "H", "O", "C", "C", "O", "C", "C", "O", "C", "Pb", "H", "H", "H", "H", "H", "H", "H", "H", "H", "H"], "xyz": [[2.54298, 1.04024, -1.74349], [2.55212, 0.33179, -0.54908], [3.22477, 1.91268, -1.68249], [2.85310, 0.42314, -2.61305], [1.52448, 1.41918, -1.98093], [-2.41288, 1.09773, 1.49743], [-1.57743, 1.58015, 2.24889], [-0.38705, 0.77775, 2.67934], [-0.32344, -0.41981, 1.98910], [0.93710, -0.25249, 0.34084], [0.26672, -1.23948, -0.59411], [-1.14235, -1.00006, -0.63439], [-1.75006, -1.38727, -1.85911], [-2.23711, -1.09372, 1.28285], [-1.63510, 2.64349, 2.54447], [-0.43550, 0.68432, 3.78345], [0.50543, 1.41100, 2.49432], [1.61552, -0.83661, 0.98221], [0.49605, 0.74512, 0.16106], [0.44041, -2.27108, -0.24782], [0.67423, -1.11627, -1.61233], [-2.82641, -1.21714, -1.75648], [-1.33819, -0.77835, -2.67680], [-1.56738, -2.45430, -2.05389]], "nbo_charge": [-0.245, -0.725, 0.172, 0.140, 0.129, -0.796, 0.056, -0.151, -0.887, -0.022, -0.150, -0.617, -0.256, 1.371, 0.129, 0.163, 0.180, 0.252, 0.240, 0.187, 0.233, 0.203, 0.205, 0.189], "de_lowest_ev": 2.557, "lumo_ev": [-0.09, -0.12], "gap_ev": [4.55, 8.22], "spin_multiplicity": 2, "e_tot_ev": -19863.7447}


Question: Number 4 is which compound?
Answer: C3H6O2S